21
Properties=species:S:1:pos:R:3:forces:R:3 method="wB97M-V/def2-TZVPD" smiles=NCCN.O.O.O gap_ev=10.18 homo_energy_ev=-9.502 multiplicity=1 energy_ev=-11424.13024 max_force_ha_per_bohr=0.0277 de_lowest_kcal_mol=6.8 charge=0
N 0.027 -1.826 -1.611 -0.13 -0.07 -0.07
C -0.533 -1.036 -0.529 -0.35 0.13 0.39
C -0.575 -1.859 0.746 -0.76 -0.62 0.21
N -1.181 -1.150 1.897 1.26 0.22 -0.61
H 0.097 -1.221 -2.406 -0.23 0.29 -0.69
H 0.994 -2.022 -1.425 0.48 -0.29 0.38
H -0.009 -0.089 -0.378 -0.01 0.06 0.13
H -1.577 -0.804 -0.783 0.20 0.10 -0.05
H 0.414 -2.182 1.067 0.25 0.10 -0.13
H -1.134 -2.781 0.503 0.23 0.19 0.07
H -0.947 -1.646 2.750 -0.58 0.14 -0.07
H -2.164 -0.982 1.775 -0.22 -0.19 0.23
O 0.456 1.250 1.896 -0.16 -0.64 0.00
H -0.078 0.412 1.834 -0.04 0.51 0.24
H 1.299 0.961 2.262 0.00 0.13 -0.04
O 0.681 1.796 -2.861 -0.46 0.04 -0.09
H 0.768 2.130 -1.954 0.24 0.16 0.00
H -0.073 2.287 -3.217 0.29 -0.19 0.07
O 1.164 2.885 -0.238 -0.37 -0.31 0.16
H 1.650 3.564 0.242 -0.17 -0.19 -0.05
H 0.720 2.310 0.431 0.53 0.45 -0.09